Density functional theory data (ωB97M-V/def2-TZVPD) for a molecular structure, C39H68N3O19 at a distorted geometry.

Properties
* orbital gap: 4.38 eV
* E_tot: -84888.4908 eV
* HOMO: -0.2010 Eh
* total charge: -1
* molecular weight: 882.975 g/mol
* relative energy (zero: lowest compared OMol25 entry of this formula, charge and spin): 14.1 kcal per mole

Each line ends with the Mulliken charge.
Cartesian coordinates (Å):
O (-3.94030, 0.75047, -0.35050)  -0.58
H (-3.34730, -5.30553, -2.88250)  0.44
C (-1.87430, -4.31053, 2.16050)  -0.35
H (-4.84730, -4.42953, 1.27150)  0.18
H (1.27570, 4.06147, 0.30050)  1.07
H (-2.64530, -5.81053, -1.40650)  0.58
H (5.93670, -0.16853, 0.93050)  0.38
O (-3.34730, 0.49047, 1.65050)  -0.64
C (-0.35030, 4.45847, -5.94550)  -0.39
H (2.48270, -1.36053, -2.90150)  0.64
N (-4.24030, 0.63647, 0.88350)  0.93
N (-1.63530, -0.14453, 0.06250)  1.60
O (-1.24130, -8.50953, 1.56550)  -0.60
H (3.65270, -2.56153, 2.78350)  0.26
C (0.30170, 1.62247, 2.85550)  -1.06
O (-1.99430, 6.24547, -1.93650)  -0.64
H (1.53770, -3.91953, -0.47150)  -0.67
C (-0.16530, 5.12147, -0.89050)  0.09
H (-1.33530, 8.35047, -0.23150)  0.31
C (5.21570, 1.95347, 0.82850)  0.10
H (3.54270, -2.39453, -2.45350)  1.05
H (4.25270, -4.67653, 1.43450)  0.68
C (-2.76330, -5.37953, 2.58950)  -0.01
C (5.44370, 0.53947, 0.28650)  -1.76
H (-3.21130, -7.44853, 2.92350)  0.24
O (-5.27130, -4.08853, -1.35650)  -0.62
C (-0.65130, -4.83453, 1.35450)  1.31
O (1.82970, -4.56753, -2.38850)  -0.55
H (-3.72630, -5.36953, 2.89250)  0.66
H (3.35970, -5.70753, 0.15150)  0.16
O (2.01170, 0.90747, 1.26450)  1.60
H (3.35070, 2.52247, -0.18650)  -0.23
C (-4.31830, -4.93953, -0.76850)  0.28
C (-1.07430, 6.24947, -1.11750)  0.73
C (4.33170, 2.85547, -0.17350)  -0.27
C (-2.35830, -6.76253, 2.56550)  -0.74
N (-3.22230, -0.75453, -2.72850)  0.63
O (-0.64230, 1.92347, 0.41350)  -0.41
H (-4.85630, -5.81953, -0.51350)  0.42
H (3.06870, 3.38047, -3.78250)  0.17
C (-1.31330, -7.30853, 1.75250)  0.29
O (-3.86930, -0.03953, -3.58850)  -0.74
C (-3.17330, -5.04753, -1.86150)  -1.38
C (0.41870, 0.55447, -1.24950)  1.39
C (-3.37530, 3.83047, 2.77150)  0.78
H (-0.47630, -0.85053, 1.76750)  -0.16
H (4.53870, 0.07447, 0.05350)  0.01
H (-0.35230, 4.18847, -1.63250)  0.16
C (0.76670, 3.74747, -6.63550)  0.34
H (-0.18230, 2.30047, 2.10950)  -0.12
H (-2.82830, 5.23847, 1.37850)  0.53
H (-2.71030, 2.09047, 2.73750)  0.07
C (0.76370, 4.82147, 0.19850)  -0.72
H (-0.45830, 0.69047, 2.86050)  -0.04
H (0.55470, -6.52853, 0.73250)  0.64
C (-0.02030, 7.17447, 1.09050)  -0.71
C (-0.87130, 7.32147, -0.12650)  -0.62
O (-3.84330, -1.68653, -2.21450)  -0.53
H (3.60870, 0.78147, 3.66250)  0.27
C (0.88870, 4.06447, -3.72950)  0.51
H (-0.13630, -3.04653, -1.80150)  -0.06
H (1.33270, 0.62847, -0.66850)  -0.56
O (0.81170, 3.92647, -2.42750)  -0.14
H (-0.40430, -3.71553, -3.29250)  0.70
H (-0.03130, 7.86247, 1.82850)  0.65
O (-2.14230, -3.09853, 2.18750)  -0.55
H (2.94570, 2.96447, -6.40850)  0.32
H (-5.05030, -3.15753, -1.45450)  0.43
C (2.12870, 3.61247, -4.48650)  -0.22
H (4.76270, 2.98447, -1.27750)  0.31
C (2.63170, -3.60953, 0.91650)  0.79
H (1.93170, -3.07153, 2.73150)  0.65
O (0.63370, 3.46847, -7.90950)  -0.58
H (-3.50430, 4.66047, 4.91650)  0.32
H (-2.53630, 5.64247, 3.80150)  0.21
H (0.46170, -0.37853, -1.73950)  -0.97
C (0.91670, 6.03047, 1.22550)  0.29
C (2.59470, -2.61453, 2.11050)  -1.15
H (-3.14130, -5.17053, 0.98850)  -0.13
C (-3.43730, 4.93047, 3.81750)  -1.41
C (-3.91730, -4.45053, 0.61550)  0.05
C (0.22570, -3.02653, -2.85550)  -0.88
H (-0.30430, -1.92053, 0.19550)  0.02
C (3.33570, -5.03053, 1.13450)  -1.63
C (-1.02330, -1.26453, 0.90750)  -0.49
H (-3.67130, -3.52253, 0.61750)  -0.22
H (0.20770, 2.28647, 3.60350)  0.77
H (2.48970, -1.58553, 1.72450)  -0.06
H (2.07970, 2.37847, 2.56050)  0.72
H (4.28570, 3.92747, 0.33150)  0.20
O (1.71370, 5.95747, 2.08950)  -0.54
H (-4.27130, 5.62947, 3.80050)  0.36
C (1.69170, -3.25353, -2.95550)  -0.53
C (-2.42930, 4.25547, 1.52750)  -1.09
H (2.90970, -5.47053, 2.13850)  0.25
H (-2.52630, -4.33953, -1.95550)  0.10
O (4.67270, 1.95047, 2.07550)  -0.44
C (2.51270, 0.72047, 3.69450)  -1.66
C (-0.38730, -6.24553, 1.08150)  -0.85
O (-2.08230, -0.41753, -2.47750)  -0.47
H (2.19370, -0.39553, 3.65950)  0.12
O (-2.84930, 2.70747, 3.40450)  -0.61
H (3.37470, -3.20353, 0.22350)  0.25
C (-0.28530, 4.65447, -4.47050)  -0.30
H (-4.40030, 3.54947, 2.43450)  0.23
C (2.65370, -2.19653, -2.33650)  -1.61
H (1.96570, -3.13953, -3.89950)  0.79
H (-1.35130, 4.44047, 1.69750)  0.10
H (2.38070, -2.10353, -1.25050)  -0.22
H (5.99270, 0.48647, -0.46450)  0.87
H (-2.43430, 3.49147, 0.76050)  0.31
H (0.50070, 1.40847, -2.07250)  -0.26
O (1.34770, -3.67753, 0.41650)  0.45
H (2.48870, 1.11947, 4.63050)  0.53
H (-2.52330, 0.30147, 0.71450)  0.49
H (1.59770, -5.18853, -3.04850)  0.34
C (1.81470, 1.48047, 2.53650)  0.09
H (-1.90730, -0.52253, -0.87050)  0.05
H (-0.13030, -3.99253, 0.98750)  -0.06
C (2.03370, 3.49347, -5.96050)  -0.32
H (-1.27530, 4.91347, -6.50650)  0.34
C (-0.57230, 0.83747, -0.20450)  -0.28
O (-5.43230, 0.83247, 1.21250)  -0.76
H (2.97970, 1.03247, 0.97550)  -0.91
H (5.37370, 2.58147, 2.50750)  0.36
H (6.23770, 2.46847, 0.85550)  0.52
H (-1.07930, 5.06947, -3.83450)  0.36
H (-1.67430, -2.05353, 1.44450)  0.33
H (0.09870, -2.04553, -3.21450)  0.38